This record from the Open Molecules 2025 dataset describes C2H2OS in the gas phase at a distorted geometry. The level of theory is wB97M-V/def2-TZVPD.

The energy relative to the best compared isomer or geometry (same formula, charge and spin) is 8.26 kcal per mole. The maximum force comes out at 4.177 eV/A. The HOMO-LUMO gap is 10.4 eV. The calculation puts the total energy at -550.77507 Ha.

Each line ends with the Mulliken charge.
Cartesian coordinates (Å):
1 O -1.3089 -0.3943 1.3315  -0.47
2 C -0.3731 -0.2446 0.6084  0.56
3 C 0.1676 0.3580 -0.5175  -0.54
4 S 1.2099 -0.8932 0.4588  -0.12
5 H 0.0594 -0.1734 -1.4155  0.27
6 H 0.2452 1.3474 -0.4656  0.30